one.
Entry from OMol25: the molecule C4H8FNO (ωB97M-V/def2-TZVPD).

CARTESIAN COORDINATES (ANGSTROEM)
N  -0.0969  1.8318  -0.4371
C  -1.0809  1.0685  0.3836
C  -1.2001  -0.4320  0.0531
F  -2.4534  -0.9130  0.2332
C  -0.1977  -1.2738  -0.3050
C  1.2753  -0.9538  -0.2850
O  1.7853  -0.0641  0.7044
H  -0.3161  1.7438  -1.4112
H  0.8103  1.4152  -0.2703
H  -2.0984  1.4962  0.3832
H  -0.7656  1.2051  1.4296
H  -0.5009  -2.2242  -0.6962
H  1.6755  -0.5863  -1.2429
H  1.7397  -1.9326  -0.0883
H  1.4240  -0.3808  1.5489

Lowest unoccupied orbital energy: 0.75 eV
Net charge: 0
Gap between HOMO and LUMO: 0.370 hartree
M: 105.1 g/mol
HOMO level: -9.3 eV

natural (NBO) atomic charge list, values in e, 8 entries:
1 N -0.82
2 C -0.31
3 C 0.42
4 F -0.34
5 C -0.36
6 C -0.10
7 O -0.72
8 H 0.35

two.
Entry from OMol25: a 2-piece molecular cluster, C4H8FNO overall (ωB97M-V/def2-TZVPD).

CARTESIAN COORDINATES (ANGSTROEM)
C  -0.1531  -1.4039  -0.1044
C  -1.7136  0.5097  -0.6365
C  1.2744  0.5640  1.1937
C  -0.4597  -0.2732  -0.8835
N  1.2175  0.7000  -0.1226
O  -0.4292  -1.5967  1.0801
F  2.2928  -0.0053  -0.7342
H  0.4553  -1.9878  -0.6907
H  -1.8151  0.9535  0.3426
H  -1.8389  1.3350  -1.3498
H  -2.5039  -0.1935  -0.9193
H  2.2908  0.9018  1.6480
H  0.5871  1.3905  1.5393
H  1.0268  -0.4262  1.5454
H  -0.2312  -0.4679  -1.9083

Lowest unoccupied orbital energy (spin up / spin down): -0.47 / -0.47 eV
Net charge: 0
Gap between HOMO and LUMO (spin up / spin down): 0.322 / 0.322 hartree
M: 105.1 g/mol
HOMO level (spin up / spin down): -9.2 / -9.2 eV

natural (NBO) atomic charge list, values in e, 8 entries:
1 C 0.32
2 C -0.66
3 C -0.51
4 C -0.07
5 N 0.01
6 O -0.54
7 F -0.29
8 H 0.12

Which structure loses on stability? two does.

one.
Entry from OMol25: a 2-piece molecular cluster, C4H8FNO overall (ωB97M-V/def2-TZVPD).

CARTESIAN COORDINATES (ANGSTROEM)
C  1.3258  0.4892  -0.2185
C  -0.8393  -0.3074  -1.3133
C  0.0273  -1.4022  0.8316
C  0.1131  -0.3232  -0.1848
N  -0.6572  1.5714  0.8524
O  1.4946  1.3022  -1.0972
F  -0.1042  1.7898  2.0940
H  2.0255  0.5983  0.6336
H  -1.3953  0.6236  -1.2420
H  -1.5991  -1.1176  -1.3675
H  -0.2487  -0.3091  -2.3023
H  0.4028  -2.3784  0.2967
H  -1.0820  -1.6105  1.0834
H  0.7043  -1.1088  1.7846
H  -0.1676  2.1826  0.1492

Lowest unoccupied orbital energy (spin up / spin down): -0.39 / -0.72 eV
Net charge: 0
Gap between HOMO and LUMO (spin up / spin down): 0.304 / 0.332 hartree
M: 105.1 g/mol
HOMO level (spin up / spin down): -8.7 / -9.8 eV

natural (NBO) atomic charge list, values in e, 8 entries:
1 C 0.30
2 C -0.69
3 C -0.68
4 C 0.14
5 N -0.18
6 O -0.57
7 F -0.25
8 H 0.15

two.
Entry from OMol25: the molecule C4H8FNO (ωB97M-V/def2-TZVPD).

CARTESIAN COORDINATES (ANGSTROEM)
C  -1.8469  -0.8212  -0.4968
C  -0.7027  -0.0417  0.0287
F  -1.3861  0.7041  1.2086
N  0.3587  -0.7992  0.6527
C  1.5880  -0.0470  0.4410
C  1.1827  1.1575  -0.4997
O  -0.1612  0.8097  -0.9815
H  -1.6219  -1.1262  -1.5035
H  -2.8685  -0.2583  -0.5067
H  -2.0068  -1.7041  0.1955
H  0.1925  -0.9816  1.6472
H  2.2003  -0.6269  -0.1720
H  2.1007  0.2797  1.3424
H  1.1347  2.1077  0.0167
H  1.8366  1.3476  -1.3725

Lowest unoccupied orbital energy: 1.01 eV
Net charge: 0
Gap between HOMO and LUMO: 0.396 hartree
M: 105.1 g/mol
HOMO level: -9.8 eV

natural (NBO) atomic charge list, values in e, 8 entries:
1 C -0.66
2 C 0.73
3 F -0.47
4 N -0.65
5 C -0.25
6 C -0.08
7 O -0.50
8 H 0.23

Which structure loses on stability? one does.